This record from the OMol25 dataset describes an isolated molecule of C6H19NO2Si2 at a distorted geometry. The level of theory is ωB97M-V/def2-TZVPD.

Output
**Max |F|**: 3.729 eV/A
**HOMO-LUMO gap**: 9.4 eV
**2S+1**: 1
**SMILES string**: CO[SiH](OC)N(C)[Si](C)(C)C

Last column: natural (NBO) charge in e.
Atoms and positions in Å:
C (0.10914, -2.00273, 0.67408)  -0.402
C (-2.81992, -0.40707, 2.26585)  -0.235
C (-2.44335, 2.02364, -1.26578)  -0.249
C (1.52998, -0.56004, -2.00737)  -1.135
C (3.11184, -0.70145, 0.64191)  -1.082
C (1.94935, 1.98257, -0.20742)  -1.137
N (0.14289, -0.60851, 0.29520)  -1.310
O (-2.51553, 0.38190, 1.18725)  -0.906
O (-1.30080, 1.26007, -0.87940)  -0.919
Si (-1.56099, -0.10181, -0.06762)  2.045
Si (1.60458, 0.16286, -0.22882)  1.833
H (-0.90040, -2.32590, 0.67404)  0.183
H (0.57262, -2.59334, -0.14185)  0.184
H (0.60419, -2.19928, 1.73092)  0.189
H (-3.63539, 0.06204, 2.89037)  0.174
H (-1.91444, -0.40430, 2.79192)  0.180
H (-3.22075, -1.30961, 1.95695)  0.166
H (-2.30589, 3.11435, -1.13976)  0.195
H (-3.25325, 1.66019, -0.64420)  0.181
H (-2.70238, 1.67110, -2.26461)  0.178
H (0.56579, -0.47423, -2.55873)  0.241
H (2.50765, -0.24223, -2.61228)  0.222
H (1.63934, -1.72599, -1.91872)  0.221
H (3.31502, -0.40883, 1.62053)  0.229
H (2.81804, -1.72652, 0.60060)  0.227
H (3.97192, -0.44846, 0.00023)  0.231
H (1.64310, 2.52346, 0.68850)  0.247
H (2.97429, 2.00189, -0.24398)  0.236
H (1.87388, 2.62274, -1.07216)  0.253
H (-2.36052, -1.22652, -0.76566)  -0.242